# 1
{"formula": "C3Ag7O9", "method": "ωB97M-V/def2-TZVPD", "mol_weight_g_mol": 935.10, "total_charge": 1, "total_energy_ev": -49515.3656, "orbital_gap_ev": 3.18, "homo_ha": -0.341, "largest_force_ev_per_a": 11.28, "symbols": ["Ag", "Ag", "Ag", "Ag", "Ag", "Ag", "Ag", "C", "O", "O", "O", "C", "O", "O", "O", "C", "O", "O", "O"], "xyz": [[11.199988, -9.446727, 16.117126], [8.062458, -9.828168, 17.457246], [11.418359, -8.719033, 19.072768], [8.114749, -10.630858, 21.662234], [6.986972, -12.460447, 19.521842], [12.791504, -11.678812, 21.393569], [11.200028, -13.860629, 19.978135], [10.129731, -10.984306, 19.012839], [10.993944, -11.150008, 19.878123], [8.934316, -11.032400, 19.390661], [10.293239, -10.670936, 17.864610], [8.477218, -13.913631, 20.910562], [9.147561, -12.813526, 21.048135], [9.131772, -14.989227, 21.076636], [7.280180, -13.851644, 20.468792], [13.920421, -9.704363, 17.905395], [14.966492, -10.135027, 17.430759], [13.587044, -10.010640, 19.063978], [13.529445, -8.593408, 17.379621]], "forces_ev_per_angstrom": [[1.3792, 0.3968, 0.6051], [0.6133, -0.4755, 0.4644], [2.0960, 0.0768, -0.5605], [0.6814, -1.3256, -0.6063], [-2.2835, 9.0188, -6.3812], [-0.0955, 0.7747, -1.2717], [-1.3522, 0.0178, 0.7225], [-1.0922, -0.5981, 3.4877], [3.1070, -0.9194, 1.8973], [-5.1557, 1.3110, 0.6626], [1.7379, 1.3215, -6.8520], [3.0651, -1.6497, 0.3965], [0.1559, 1.2273, 1.1994], [-0.5185, 0.2367, -0.6717], [0.4399, -9.0371, 6.0873], [4.2142, 1.0401, 0.4434], [0.8611, -1.6836, -1.7990], [-3.6149, -1.1700, 3.7612], [-4.2386, 1.4376, -1.5850]]}



# 2
{"formula": "CH9N3O2P", "method": "ωB97M-V/def2-TZVPD", "mol_weight_g_mol": 126.08, "smiles": "N=P(O)(O)[NH2+]CN", "total_charge": 1, "total_energy_ev": -19030.4259, "orbital_gap_ev": 10.03, "homo_ha": -0.522, "largest_force_ev_per_a": 5.44, "symbols": ["N", "P", "O", "O", "N", "C", "N", "H", "H", "H", "H", "H", "H", "H", "H", "H"], "xyz": [[-2.366778, 1.448401, -0.466215], [-0.956309, 0.858098, -0.821351], [0.191841, 2.075603, -0.765876], [-0.852335, 0.270547, -2.382420], [-0.505847, -0.510555, 0.298173], [1.002061, -0.501795, 0.452132], [1.506446, -1.735348, 1.070526], [-2.765588, 0.954641, 0.335756], [0.311258, 2.381899, 0.145897], [0.111152, 0.212114, -2.543360], [-0.789428, -1.385417, -0.174273], [-0.984995, -0.440686, 1.204204], [1.418331, -0.485474, -0.590722], [1.327733, 0.421646, 0.983040], [2.438704, -1.508983, 1.419779], [0.913753, -2.054691, 1.834711]], "forces_ev_per_angstrom": [[2.1127, -1.8243, 0.3655], [-3.0468, 4.0216, -2.0378], [-0.7271, -3.1727, -0.3596], [1.4134, 0.7551, 3.7129], [1.4632, -0.1958, -0.5707], [1.2886, -0.7952, -0.1509], [-0.6783, 0.9112, -0.3213], [-0.4817, 0.3352, -0.3414], [-0.2163, 0.3256, -0.1084], [-0.2560, -0.0465, -0.8359], [0.0587, 0.1265, 0.2865], [-0.0188, 0.1053, -0.2888], [-0.3987, 0.2645, 0.8673], [-0.6234, -0.4733, -0.3695], [-0.2526, -0.4806, 0.0643], [0.3630, 0.1433, 0.0879]]}



# 3
{"formula": "C11H16N2O", "method": "ωB97M-V/def2-TZVPD", "mol_weight_g_mol": 192.26, "total_energy_ev": -16686.1127, "orbital_gap_ev": 9.26, "homo_ha": -0.314, "largest_force_ev_per_a": 6.68, "symbols": ["C", "C", "C", "C", "C", "C", "C", "C", "C", "C", "C", "H", "H", "H", "H", "H", "H", "H", "H", "H", "H", "H", "H", "H", "H", "H", "H", "N", "N", "O"], "xyz": [[-0.599179, 2.657155, 0.536288], [-1.470166, 0.644008, -0.401124], [-2.784274, 0.871882, -0.008169], [-3.516434, -0.271418, 0.000782], [-1.884944, -1.775438, -0.453726], [-1.017495, -0.734168, -0.677987], [0.496543, -1.062769, -0.596213], [1.309933, -0.370576, -1.701213], [2.520285, 0.264717, -1.104618], [2.361207, 0.039040, 0.551719], [0.945213, -1.318807, 1.711545], [0.115377, 3.386287, -0.047617], [-1.604946, 3.461487, 0.726219], [-0.273090, 2.124735, 1.404812], [-3.120414, 1.829224, -0.033711], [-4.495380, 0.063148, -0.044624], [-1.483620, -2.693462, -0.442979], [0.697338, -2.234980, -0.470549], [0.356045, 0.136271, -2.285532], [1.793776, -1.046392, -2.571762], [2.570318, 1.352063, -1.231032], [3.449597, -0.076103, -1.578617], [2.657567, 0.909772, 1.296849], [3.070651, -0.801602, 0.830355], [0.940513, -2.573310, 1.304472], [-0.020113, -1.083646, 2.549904], [1.942345, -1.379686, 2.742037], [-3.108450, -1.626277, -0.169112], [0.858907, -0.385406, 0.597359], [-0.707122, 1.694261, -0.433758]], "forces_ev_per_angstrom": [[-1.3185, 4.3938, -1.4168], [-0.5346, -3.0030, 0.7518], [2.8633, -4.0817, -1.2777], [0.4392, -2.1362, -0.7426], [1.1914, 3.2879, -0.3706], [1.3777, 2.2223, 0.9580], [-0.6971, -1.1956, -1.0764], [-1.8663, -1.6277, -4.2149], [0.3852, 2.3726, 2.5088], [0.6626, 0.1260, -2.3010], [-2.0708, -3.2663, 5.4518], [-0.8047, -1.2024, 2.1636], [2.4707, -2.7927, -0.3651], [0.4020, 0.5814, 1.0284], [-1.4104, 2.4401, 0.4536], [-2.6968, -1.1718, 0.5322], [1.2048, -3.5973, -0.2141], [-0.5672, 2.2772, -0.6569], [3.2988, 0.0363, 1.1418], [-1.7364, 0.7683, 2.0490], [-0.2895, -0.0378, -0.1693], [-0.2146, -0.3364, 0.6820], [-1.0887, -1.4796, -1.8800], [-1.0616, 0.6853, -0.2643], [-0.1502, 3.7466, 1.4348], [2.4838, -1.2252, -2.6760], [-2.5725, 0.8076, -3.7482], [-4.9339, 3.4771, 1.1981], [5.3089, -0.1316, 3.6882], [1.9256, 0.0632, -2.6685]]}



# 4
{"formula": "C35H33ClHgN4P2Se2", "method": "ωB97M-V/def2-TZVPD", "multiplicity": 2, "mol_weight_g_mol": 965.59, "total_charge": -1, "total_energy_ev": -208758.4942, "orbital_gap_ev": [3.63, 6.74], "homo_ha": [-0.068, -0.184], "largest_force_ev_per_a": 1.30, "symbols": ["Hg", "Se", "P", "C", "C", "C", "C", "C", "C", "C", "C", "C", "C", "C", "C", "C", "C", "N", "N", "N", "P", "Se", "C", "C", "C", "C", "C", "C", "C", "C", "C", "C", "C", "C", "H", "H", "H", "H", "H", "H", "H", "H", "H", "H", "H", "H", "H", "H", "H", "H", "H", "H", "H", "H", "Cl", "C", "N", "C", "C", "C", "C", "C", "C", "C", "C", "H", "H", "H", "H", "H", "H", "H", "H", "H", "H", "H", "H", "H"], "xyz": [[0.035766, 0.225409, -0.591371], [-1.568850, -2.814926, 6.312322], [-0.845863, -3.696884, 4.534838], [0.772026, -4.424862, 4.868234], [1.924948, -3.790587, 4.416666], [3.174374, -4.275918, 4.773304], [3.276889, -5.381926, 5.602954], [2.127119, -5.991148, 6.094267], [0.879238, -5.509667, 5.740026], [-1.985072, -4.990278, 3.943794], [-1.725161, -6.354088, 3.913519], [-2.688180, -7.231467, 3.437173], [-3.901968, -6.754614, 2.969966], [-4.165787, -5.390742, 2.998784], [-3.217619, -4.513531, 3.493131], [-0.728926, -2.539752, 3.160680], [-0.114804, -2.352201, 1.902580], [-0.669129, -1.236071, 1.392598], [-1.558493, -0.763455, 2.245665], [-1.608316, -1.518117, 3.312170], [1.095444, -3.238236, 0.885594], [1.266886, -2.157402, -1.029416], [0.536756, -4.917175, 0.602283], [-0.068566, -5.273167, -0.604602], [-0.429496, -6.586565, -0.841231], [-0.179863, -7.565260, 0.113371], [0.408862, -7.212385, 1.318342], [0.744550, -5.895905, 1.579423], [2.638935, -3.273108, 1.754280], [3.523086, -4.381657, 1.824574], [4.809918, -4.216874, 2.274522], [5.302299, -2.945749, 2.638288], [4.458373, -1.835971, 2.522853], [3.162135, -1.981736, 2.081762], [1.841585, -2.921355, 3.779951], [4.063736, -3.788214, 4.393950], [4.251592, -5.763435, 5.880983], [2.207223, -6.836653, 6.766806], [-0.015088, -5.949110, 6.164249], [-0.771532, -6.735428, 4.252270], [-2.484193, -8.295430, 3.419681], [-4.638503, -7.443651, 2.575447], [-5.113637, -5.013909, 2.635704], [-3.416624, -3.448919, 3.541965], [-0.232630, -4.508622, -1.352918], [-0.897048, -6.858098, -1.779667], [-0.448006, -8.596456, -0.080145], [0.598946, -7.971975, 2.067314], [1.184507, -5.616672, 2.530155], [3.176594, -5.366697, 1.537536], [5.458577, -5.082479, 2.352856], [6.325922, -2.828586, 2.971453], [4.836899, -0.847379, 2.763697], [2.522638, -1.113458, 1.963653], [0.721498, 1.543644, -2.580810], [0.665275, 0.658342, 3.098231], [1.465336, 1.909807, 3.008642], [1.091552, 2.832195, 4.104919], [1.364192, 2.562030, 1.633598], [-0.045535, 2.916037, 1.250184], [-0.572253, 4.156007, 1.623615], [-1.881229, 4.475449, 1.312930], [-2.657363, 3.547006, 0.628637], [-2.112120, 2.334321, 0.239934], [-0.786329, 1.982347, 0.523841], [0.801003, 0.200220, 4.076130], [0.984620, -0.032936, 2.323151], [-0.385937, 0.878785, 2.929719], [2.444503, 1.656127, 3.130143], [0.040248, 3.080446, 3.997795], [1.691162, 3.738339, 4.047890], [1.254907, 2.338055, 5.060029], [1.755140, 1.836872, 0.920283], [2.020581, 3.433677, 1.649663], [0.048839, 4.884924, 2.136911], [-2.290213, 5.437947, 1.594870], [-3.685115, 3.783679, 0.378334], [-2.737102, 1.639968, -0.310502]], "forces_ev_per_angstrom": [[0.2065, -0.0889, 0.5755], [-0.0920, -0.0089, 0.0789], [0.2455, -0.1096, 0.3532], [0.0728, -0.0020, 0.0168], [-0.5959, 0.1473, 0.2041], [0.2887, -0.0191, 0.3189], [-0.1274, 0.0826, -0.0508], [0.0328, -0.1091, 0.0474], [-0.0863, -0.0370, -0.0624], [-0.0011, 0.1179, -0.1771], [0.0930, 0.1103, 0.0354], [-0.0650, -0.1211, -0.0463], [0.0302, -0.0111, -0.0051], [-0.0387, -0.0095, 0.0072], [0.0096, -0.0199, 0.0300], [-0.0317, 0.3475, -0.1058], [-0.3242, -0.1574, -0.0216], [-0.4186, -0.5756, 0.0513], [-0.0762, -0.2032, -0.2693], [-0.0453, -0.1748, 0.0836], [0.9357, 0.4244, 0.7068], [-0.3237, 0.4756, -0.1962], [-0.1590, -0.4501, 0.0119], [0.1122, 0.1987, 0.1325], [-0.0675, -0.2492, -0.0008], [0.0085, 0.1429, -0.0517], [-0.0694, -0.1920, 0.1082], [0.0126, 0.2221, -0.1327], [-0.7906, -0.1454, -1.0173], [0.4136, -0.0477, -0.2100], [-0.0875, -0.1109, -0.5205], [0.3925, 0.0916, 0.0302], [-0.1884, -0.0874, -0.0980], [0.2491, 0.2791, 0.1304], [-0.0079, -0.1074, 0.4027], [-0.2321, 0.0012, 0.3196], [0.0190, 0.0045, -0.0030], [-0.0207, -0.0011, 0.0044], [0.0213, -0.0040, 0.0326], [-0.0121, -0.0089, -0.0530], [0.0259, 0.0142, -0.0144], [-0.0131, 0.0036, 0.0247], [0.0090, 0.0173, 0.0050], [-0.0307, -0.0049, -0.0543], [-0.0002, -0.0137, -0.0222], [0.0019, 0.0379, -0.0006], [0.0043, 0.0023, -0.0007], [-0.0127, 0.0224, 0.0249], [-0.0139, -0.0769, -0.0234], [0.1058, 0.0345, -0.0047], [-0.0230, -0.0101, -0.0134], [-0.0260, 0.0057, -0.0070], [-0.0136, 0.0063, 0.0093], [0.1463, -0.0376, -0.0428], [0.1945, 0.1896, -0.6182], [-0.0362, -0.0860, 0.0536], [0.0494, 0.0580, 0.0052], [0.0141, 0.1301, 0.1272], [-0.1373, 0.1569, -0.2602], [0.2645, -0.2017, 0.0939], [-0.0364, -0.0212, -0.0115], [0.0099, 0.0376, 0.0373], [0.0177, 0.0026, 0.0052], [0.0170, -0.0730, 0.0109], [-0.2161, -0.1491, -0.3145], [0.0724, 0.0952, 0.0517], [0.0135, 0.2447, 0.1018], [0.1601, 0.1981, 0.0636], [0.0274, -0.0208, -0.0053], [-0.0304, -0.0175, -0.0391], [0.0194, -0.0091, -0.0538], [0.0097, -0.0619, -0.0489], [0.1059, -0.0311, 0.0969], [0.0283, -0.0244, 0.1429], [0.0149, -0.0285, 0.0233], [0.0030, -0.0097, -0.0141], [0.0048, -0.0106, 0.0113], [-0.0124, 0.0367, 0.0007]]}